[1]
The following is a quantum chemistry calculation of a 2-piece molecular cluster, C25H39Cl5F2N3O10P2 overall, from the OMol25 dataset.

The geometry in ORCA input format:
```
! wB97M-V def2-TZVPD RIJCOSX def2/J DEFGRID3
* xyz 1 1
C 3.6887 -3.9953 -0.9354
C 2.3703 -3.2136 -1.0636
O 2.6906 -1.8094 -1.2963
P 1.6132 -1.1324 -2.2550
O 1.8470 -1.5950 -3.6265
C 1.7150 0.6874 -2.2891
C 2.1533 1.4242 -1.0031
C 1.3930 1.0759 0.2941
N 0.1662 1.9010 0.5729
C -0.5712 2.3602 -0.6286
C -0.7635 1.1717 1.5064
C -1.5279 0.0389 0.7638
C -2.9905 0.3412 0.4288
C -3.5768 -0.9548 -0.2274
C -4.5996 -1.5961 0.7229
C -4.8399 -3.0977 0.4630
O -6.2617 -3.3278 0.3074
C -6.5151 -3.7636 -0.9892
C -6.6324 -2.6508 -2.0077
O -6.5987 -4.9282 -1.2473
O -1.7571 2.0246 2.0231
C -1.2717 2.9561 2.7926
N -0.7564 3.8530 3.3358
C 0.0722 0.4401 2.5992
Cl -0.8857 0.0710 4.0242
C 1.4095 1.1431 2.8606
C 2.1722 0.6966 4.1267
C 1.9389 1.6688 5.2626
O 2.8216 2.3733 5.6833
F 0.7350 1.7262 5.8217
C 2.3092 1.1533 1.5497
C 3.0135 2.4919 1.6237
O 2.6936 3.4216 0.9265
N 4.0489 2.6421 2.6051
C 4.7839 3.8463 2.3466
O 5.8473 3.8506 1.8053
F 4.2169 4.9532 2.7951
P 3.4813 -0.3489 1.3668
O 4.7706 -0.0707 2.3211
Cl 2.5262 -1.9482 2.3270
O 0.0981 -1.5648 -1.8491
C -0.8761 -1.1690 -2.8314
C -1.4336 -2.3995 -3.5300
H 3.7119 -4.7616 -1.7000
H 3.7142 -4.4693 0.0409
H 4.5359 -3.3276 -1.0306
H 1.7905 -3.6354 -1.8768
H 1.7950 -3.3293 -0.1510
H 0.7726 1.0123 -2.6965
H 2.4416 0.9272 -3.0575
H 3.2075 1.2235 -0.8409
H 2.1147 2.4872 -1.2140
H 1.0868 0.0350 0.1904
H 0.5285 2.7636 1.0039
H -0.0133 3.1261 -1.1467
H -1.5130 2.8164 -0.3495
H -0.7863 1.5674 -1.3327
H -1.0302 -0.2377 -0.1644
H -1.5433 -0.8555 1.3774
H -3.5906 0.5039 1.3132
H -3.1160 1.1591 -0.2741
H -4.1199 -0.6726 -1.1255
H -2.7808 -1.6670 -0.4284
H -4.2548 -1.4947 1.7527
H -5.5566 -1.0860 0.6850
H -4.2753 -3.4956 -0.3769
H -4.5831 -3.6387 1.3672
H -5.6216 -2.4716 -2.3720
H -6.9406 -1.7389 -1.5085
H -7.3091 -2.9422 -2.7971
H 0.3222 -0.5155 2.1533
H 1.1624 2.1986 3.0282
H 1.8077 -0.2808 4.4335
H 3.2458 0.6665 4.0118
H 3.5607 2.7622 3.4999
H 4.8085 -0.7229 3.0320
H -1.6685 -0.5865 -2.3579
H -0.4555 -0.5361 -3.6105
H -2.0788 -2.9408 -2.8437
H -1.9585 -2.1129 -4.4321
H -0.5744 -3.0104 -3.7819
C 2.0542 3.8757 -4.7672
Cl 3.7127 3.5815 -4.2521
Cl 1.6981 3.0362 -6.2669
Cl 0.9231 3.3661 -3.4910
H 1.9254 4.9382 -4.9253
*
```

The highest occupied orbital energy comes out at -0.4515 Ha. As for the largest force on an atom: 0.056 Eh/bohr.

Atom charges from the Löwdin analysis, given in e for atoms 1 to 5:
1. C -0.04
2. C -0.27
3. O -0.24
4. P 0.50
5. O -0.24

=====

[2]
The following is a quantum chemistry calculation of C25H39Cl6NO15Zr as an isolated structure, from the OMol25 dataset.

The geometry in ORCA input format:
```
! wB97M-V def2-TZVPD RIJCOSX def2/J DEFGRID3
* xyz 2 1
Zr 2.4622 -1.9934 -3.2570
C -1.2193 0.4062 -2.5492
C -0.7093 0.0945 -1.1273
C -1.9209 0.4563 -0.2462
C -1.7189 -0.1240 1.1622
C -1.4455 -1.6302 1.0630
C -0.2142 -1.9658 0.2815
N -0.2740 -1.3167 -1.0251
O 0.7587 -1.5774 -1.8333
C -0.2985 -3.4682 0.0260
C 1.0629 -1.5032 1.0818
C 0.4324 1.0879 -0.7696
H -1.6153 -0.5038 -2.9972
H -0.3554 0.7851 -3.1009
H -1.9923 1.1684 -2.5063
H -2.9236 0.1257 -0.5126
H -1.8634 1.5317 -0.0768
H -2.5671 -0.0623 1.8491
H -0.9308 0.3395 1.7586
H -2.3250 -2.1537 0.6708
H -1.4392 -2.0629 2.0661
H -0.6797 -4.1255 0.8084
H 0.6519 -3.9276 -0.2611
H -0.9965 -3.6695 -0.7901
H 1.8757 -1.2732 0.3932
H 1.3931 -2.3112 1.7321
H 0.8383 -0.6475 1.7125
H 0.7545 1.1410 0.2662
H 0.0476 2.0242 -1.1783
H 1.3249 0.8998 -1.3686
C 3.3498 -5.3952 -0.9689
C 3.2881 -4.2659 -1.9369
O 2.7693 -4.2152 -3.1178
O 3.5967 -3.0730 -1.6581
H 3.8879 -6.1788 -1.5087
H 2.3558 -5.8191 -0.8241
H 3.8092 -5.0657 -0.0457
C 1.6074 -5.5122 3.2535
Cl 2.7537 -4.4753 2.3974
Cl 0.4167 -6.3635 2.2029
Cl 0.8323 -4.7669 4.6307
H 2.2878 -6.2634 3.6395
C 0.8406 4.2928 3.3641
Cl 2.2148 4.9984 4.3060
Cl -0.3928 3.6722 4.4878
Cl 1.3968 3.0972 2.1390
H 0.4147 5.0799 2.7544
C 2.4156 3.2541 -5.2474
C 1.6676 2.5855 -6.4128
O 1.5889 1.2375 -5.9066
C 1.9889 1.1549 -4.6894
O 2.0994 0.1277 -4.0065
O 2.3059 2.3245 -4.1538
H 1.9699 4.1386 -4.7869
H 3.4776 3.4906 -5.3272
H 2.1813 2.6126 -7.3701
H 0.6255 2.8642 -6.5655
C -4.1111 -3.2574 4.5818
C -4.4544 -2.5579 3.2546
O -5.3449 -1.5251 3.6341
C -5.8278 -1.7768 4.8903
O -6.8115 -1.2807 5.3188
O -5.1777 -2.8460 5.4124
H -3.1574 -2.9718 5.0247
H -4.1868 -4.3379 4.4636
H -4.7763 -3.2038 2.4420
H -3.5326 -2.0190 3.0199
C 5.3551 2.3281 -0.8625
C 4.4332 2.1064 0.3027
O 3.4951 1.1188 -0.2264
C 4.0824 0.5504 -1.3001
O 3.6144 -0.3561 -1.9464
O 5.2960 1.0440 -1.4687
H 6.3898 2.3936 -0.5333
H 5.0412 3.1171 -1.5450
H 3.8253 2.9417 0.6390
H 5.0089 1.7184 1.1429
C -3.7278 4.2125 0.9798
C -5.0587 4.7828 0.4889
O -4.7023 5.9651 -0.1984
C -3.3692 6.0012 -0.3432
O -2.7922 6.8797 -0.9140
O -2.7898 4.8880 0.1211
H -3.8318 3.1600 0.7256
H -3.3868 4.5208 1.9660
H -5.8238 5.0201 1.2281
H -5.5414 4.1028 -0.2188
*
```

The value obtained for the energy above the lowest of the compared OMol25 structures with the same formula, charge and spin is 48.56 kcal/mol. The highest occupied orbital energy comes out at -0.4920 Ha. As for the largest force on an atom: 0.131 Eh/bohr.

Atom charges from the Löwdin analysis, given in e for atoms 1 to 5:
1. Zr 2.12
2. C -0.01
3. C -0.45
4. C -0.12
5. C -0.16

=====

[3]
The following is a quantum chemistry calculation of C25H39FN4O5RuSi3 as an isolated structure, from the OMol25 dataset.

The geometry in ORCA input format:
```
! wB97M-V def2-TZVPD RIJCOSX def2/J DEFGRID3
* xyz 1 6
Ru 0.2132 0.2614 0.1677
N -0.2615 -0.3430 2.4707
C -1.0371 -1.5430 2.5778
C -1.1803 -2.2520 3.7341
C -1.9923 -3.4087 3.7689
C -2.6656 -3.8175 2.6566
C -2.5155 -3.1120 1.4373
C -3.1637 -3.4887 0.2398
C -2.9369 -2.7816 -0.9054
C -2.0301 -1.7098 -0.8722
N -1.4140 -1.3232 0.2254
C -1.6693 -1.9904 1.3926
H -0.8558 0.4847 2.5119
H 0.4035 -0.2588 3.2309
H -0.6887 -1.9141 4.6383
H -2.0930 -3.9518 4.6982
H -3.3125 -4.6843 2.6866
H -3.8330 -4.3400 0.2443
H -3.4183 -3.0407 -1.8370
H -1.7965 -1.1568 -1.7710
C -0.6644 0.4593 -3.4071
O 0.1811 0.1529 -2.2971
Si 1.7969 -0.3409 -2.3597
C 1.7996 -2.1272 -2.8750
C 2.7474 0.6630 -3.5955
C 2.2008 0.0028 -0.5764
Si 3.0338 -1.4170 0.3612
C 4.6136 -1.8906 -0.5221
C 3.5108 -0.9764 2.1150
C 1.8960 -2.9165 0.4515
Si 2.7873 1.7789 -0.2111
C 4.5901 1.9948 -0.6412
C 1.7584 3.0331 -1.1747
C 2.6341 2.1879 1.6198
H -0.1650 1.1599 -4.0787
H -1.5688 0.9267 -3.0248
H -0.9115 -0.4496 -3.9618
H 1.6199 -2.1842 -3.9520
H 1.0194 -2.6997 -2.3711
H 2.7514 -2.6251 -2.6860
H 2.4644 0.4048 -4.6185
H 3.8133 0.4411 -3.4944
H 2.6165 1.7368 -3.4690
H 5.3489 -1.0878 -0.4464
H 4.4638 -2.1001 -1.5825
H 5.0529 -2.7833 -0.0706
H 4.3101 -0.2377 2.1601
H 3.8802 -1.8836 2.6007
H 2.6765 -0.6028 2.7102
H 2.1358 -3.6423 -0.3270
H 0.8330 -2.6834 0.3437
H 2.0178 -3.4174 1.4149
H 4.7823 1.8305 -1.7023
H 5.2156 1.3070 -0.0701
H 4.9119 3.0103 -0.3971
H 2.3526 3.4261 -2.0028
H 1.5176 3.8761 -0.5232
H 0.8238 2.6645 -1.6026
H 3.5085 1.8218 2.1571
H 1.7471 1.8359 2.1475
H 2.6216 3.2780 1.7073
F -5.6569 1.1705 2.8019
C -5.2733 1.7532 1.6690
C -4.1054 2.3844 1.5662
N -3.7041 2.9929 0.3883
C -2.3497 3.5140 0.2908
C -1.3945 2.3426 0.2851
O -0.5885 2.1327 1.2422
O -1.4350 1.5204 -0.6658
C -4.4933 2.9799 -0.7511
O -4.1559 3.4809 -1.7986
N -5.7104 2.3439 -0.5875
C -6.2027 1.6821 0.5355
O -7.2668 1.1199 0.5387
H -3.4213 2.4569 2.4015
H -2.1352 4.1994 1.1084
H -2.2788 4.0309 -0.6651
H -6.3063 2.3394 -1.4034
*
```

The value obtained for the energy above the lowest of the compared OMol25 structures with the same formula, charge and spin is 1.66 kcal/mol. The highest occupied orbital energy (spin up / spin down) comes out at -0.4084 / -0.4229 Ha. As for the largest force on an atom: 0.008 Eh/bohr.

Atom charges from the Löwdin analysis, given in e for atoms 1 to 5:
1. Ru 1.55
2. N 0.05
3. C -0.24
4. C 0.01
5. C -0.04